Record 1
Entry from the OMol25 dataset: a molecular structure, C35H37IP2Sn at a distorted geometry (the ωB97M-V functional and the def2-TZVPD basis).

Computed properties:
ΔE to the lowest compared entry with this formula, charge and spin	0.9398	eV
M	765.2	g/mol
E_HOMO (spin up / spin down)	-0.4757 / -0.4450	hartree
maximum force	0.06275	Eh/bohr
charge	+2

Each line ends with the Mulliken charge.
Positions of all 76 atoms, in Å:
Sn (0.000000, 0.000000, 0.000000)  0.9036
C (-2.054200, -0.080400, 0.857500)  -0.6543
C (-2.162900, -0.402400, -0.491400)  -0.3181
C (-2.650600, 0.544100, -1.575900)  -0.8288
C (-1.503600, 1.303100, -2.286900)  -0.2685
C (-0.373800, 1.716000, -1.369800)  -0.3180
C (-0.502600, 2.197300, -0.071100)  -0.5893
C (-1.823700, 2.467700, 0.629800)  -0.6941
C (-2.321800, 1.272600, 1.478500)  -0.6536
C (2.056600, 0.263000, -0.129500)  -1.3580
H (-2.008300, -0.906700, 1.564500)  0.5144
H (-2.163100, -1.459400, -0.747400)  0.6205
H (-3.369600, 1.250800, -1.152500)  0.3541
H (-3.197200, -0.036800, -2.326100)  0.4430
H (-1.075800, 0.652800, -3.057500)  -0.0710
H (-1.908600, 2.181500, -2.812200)  0.3898
H (0.584100, 1.867400, -1.864100)  0.5955
H (0.374600, 2.663700, 0.371100)  0.5808
H (-2.580100, 2.753100, -0.106500)  0.2826
H (-1.697700, 3.331800, 1.290600)  0.4340
H (-1.812000, 1.292200, 2.447800)  0.2505
H (-3.395700, 1.388900, 1.690500)  0.4328
H (2.569000, -0.182800, 0.729100)  0.4045
H (2.326300, 1.325100, -0.193500)  0.3629
H (2.418300, -0.241700, -1.035000)  0.3777
P (0.124200, -2.537700, -9.458500)  0.0510
P (2.253300, 0.550100, -9.723100)  0.3476
C (-0.237200, -0.869900, -10.076600)  -0.3203
C (0.491800, 0.264700, -10.054800)  -0.4084
C (-0.805900, -3.667600, -10.555000)  0.3642
C (-1.974500, -3.293700, -11.233500)  0.1138
C (-2.622700, -4.202300, -12.069300)  -0.7353
C (-2.118100, -5.494000, -12.225700)  -0.4614
C (-0.960000, -5.877100, -11.546500)  -0.5931
C (-0.302900, -4.965600, -10.723200)  -0.3446
C (-0.916800, -2.505500, -7.937900)  0.5983
C (-0.521200, -1.656600, -6.891300)  -0.6678
C (-1.243000, -1.608700, -5.701000)  -0.2395
C (-2.358900, -2.429800, -5.525200)  -0.3232
C (-2.745300, -3.293400, -6.549400)  -0.7269
C (-2.033100, -3.330200, -7.749300)  -0.3736
C (2.718300, 1.325900, -11.329100)  0.6324
C (2.719000, 0.510500, -12.472800)  -0.3949
C (3.091000, 1.023500, -13.713200)  -0.6739
C (3.495400, 2.355200, -13.827600)  -0.4180
C (3.521000, 3.166000, -12.693400)  -0.6540
C (3.132500, 2.658200, -11.452600)  -0.2216
C (2.299900, 1.965500, -8.566200)  0.4278
C (3.391900, 2.049800, -7.690700)  -0.3556
C (3.488600, 3.099500, -6.780200)  -0.6444
C (2.484000, 4.067500, -6.723100)  -0.5079
C (1.390300, 3.988600, -7.586300)  -0.7262
C (1.299600, 2.946400, -8.508300)  0.0429
H (-1.271200, -0.784600, -10.414900)  0.3501
H (-0.002200, 1.174400, -10.400100)  0.5421
H (-2.369900, -2.290600, -11.105700)  0.1647
H (-3.519400, -3.899100, -12.602500)  0.4063
H (-2.623900, -6.199200, -12.879500)  0.3928
H (-0.560600, -6.879700, -11.671400)  0.4096
H (0.616600, -5.248700, -10.218000)  0.3755
H (0.362600, -1.032300, -7.007600)  0.3315
H (-0.927500, -0.938700, -4.905600)  0.2989
H (-2.917600, -2.400100, -4.594100)  0.3640
H (-3.610300, -3.938600, -6.420100)  0.3833
H (-2.349900, -3.998800, -8.543700)  0.3243
H (2.431400, -0.535800, -12.389600)  0.3700
H (3.076500, 0.380100, -14.589100)  0.3883
H (3.794300, 2.754200, -14.792700)  0.4062
H (3.837800, 4.202700, -12.772400)  0.3940
H (3.146200, 3.301900, -10.578700)  0.3281
H (4.154700, 1.276300, -7.716800)  0.4024
H (4.337700, 3.153900, -6.104600)  0.4332
H (2.550700, 4.879000, -6.003800)  0.4334
H (0.603400, 4.736000, -7.538900)  0.4342
H (0.452500, 2.887300, -9.184700)  0.2511
I (0.633100, 0.329500, 2.694800)  -0.1647

Forces on atoms 1 to 6 (eV/Å):
Sn 2.624 -1.625 0.941
C -2.219 0.471 1.115
C -0.621 -0.558 -0.481
C 0.151 0.226 -0.164
C -0.204 -0.156 -0.069
C -0.791 1.564 -0.468

---

Record 2
Entry from the OMol25 dataset: a molecular structure, C23H41AlCaCsF13LiN4O15PS2 at a distorted geometry (the ωB97M-V functional and the def2-TZVPD basis).

Computed properties:
M	1162.6	g/mol
E_HOMO	-0.2470	hartree
maximum force	0.10411	Eh/bohr

Each line ends with the Mulliken charge.
Positions of all 103 atoms, in Å:
C (1.508873, 0.832671, -3.831405)  -1.5269
C (0.097356, 1.422501, -3.713445)  0.0483
O (-0.819360, 0.803744, -4.608918)  -0.2388
C (-1.974291, 0.294861, -3.938431)  -1.1846
C (-3.243987, 0.471449, -4.806454)  0.4285
O (-4.129313, 1.294080, -4.070070)  -0.3612
C (-5.365685, 1.409484, -4.678670)  -0.2756
C (-5.621816, 2.960734, -4.617894)  -1.0940
C (-3.901995, -0.962366, -4.827696)  0.5191
O (-4.171946, -1.342753, -3.692162)  -0.5832
O (-4.114345, -1.529055, -5.922454)  -0.7919
N (-3.030998, 1.015552, -6.134370)  0.4365
O (-2.271768, 0.213418, -6.956860)  -0.4169
C (-2.826626, 2.380503, -6.288949)  0.1649
O (-2.950871, 2.848141, -7.409120)  -0.6774
N (-2.603275, 3.233322, -5.216533)  0.3076
C (-2.176936, 4.522399, -5.579629)  0.5251
O (-2.937438, 5.358867, -5.973895)  -0.4126
F (-0.892296, 4.806338, -5.418481)  -0.1898
H (2.197185, 1.531403, -3.365662)  0.4892
H (1.542451, -0.091091, -3.252574)  0.1595
H (1.738012, 0.693424, -4.888058)  0.4594
H (0.202343, 2.487398, -3.977128)  0.0819
H (-0.197318, 1.374218, -2.669311)  0.2927
H (-2.149644, 0.715592, -2.945774)  0.3501
H (-1.835233, -0.770960, -3.771508)  0.6542
H (-6.153630, 0.914288, -4.105359)  0.6340
H (-5.405708, 1.082279, -5.721676)  0.3544
H (-4.840253, 3.398500, -3.996628)  0.1998
H (-6.594403, 3.210651, -4.104541)  0.4908
H (-5.500550, 3.443323, -5.615380)  -0.0606
H (-1.827408, -0.492764, -6.445268)  0.5260
H (-2.080797, 2.802128, -4.456776)  -0.0098
Ca (-7.154526, 4.085193, -6.296681)  1.5865
F (-2.596660, 7.509754, -5.548746)  -0.6172
Al (-1.303639, -0.171438, -8.878363)  0.7236
C (1.919912, 1.880725, 2.605509)  1.5902
C (2.928037, 1.940463, 1.493581)  -0.6635
O (2.856143, 0.820551, 0.631109)  0.3135
C (1.895386, 0.825872, -0.428765)  0.8387
O (1.949728, 1.877169, -1.158217)  -0.6802
C (0.442516, 0.506830, 0.045224)  0.6389
F (0.442263, -0.435892, 0.999002)  -0.2723
F (-0.292578, 0.020182, -0.937312)  -0.0286
F (-0.258479, 1.592047, 0.560410)  -0.3568
H (1.805507, 0.875803, 2.979771)  -1.0612
H (2.217206, 2.534296, 3.428658)  0.5939
H (0.944067, 2.208507, 2.260297)  -0.9792
H (3.919358, 1.896091, 1.950485)  0.1952
H (2.891172, 2.889522, 0.953369)  0.2346
H (2.182074, -0.170403, -0.957389)  -0.7477
F (-1.115702, -3.725417, -2.057449)  -0.3735
P (-2.400351, -3.236808, -1.139678)  0.8422
F (-1.701438, -4.118327, 0.067165)  -0.3508
F (-3.091146, -4.662992, -1.593882)  -0.3617
F (-2.287742, -2.114071, 0.081642)  -0.3506
F (-3.997563, -2.848987, -1.169249)  -0.3254
F (-2.191395, -1.954183, -2.147147)  -0.1000
C (0.661773, -3.779017, 4.547626)  -1.2040
C (-0.112422, -2.444620, 4.674029)  1.1707
C (-1.476026, -2.696261, 5.330095)  -1.4721
C (-1.431157, -3.038705, 6.820643)  -0.7435
C (-0.220734, -2.435658, 7.543115)  -1.3096
C (0.394141, -1.208668, 6.859362)  1.3420
N (0.756512, -1.577107, 5.494623)  0.9952
O (1.342315, -0.544435, 4.812224)  -0.9418
C (1.673158, -0.878345, 7.633137)  -1.8568
C (-0.557923, -0.012107, 6.970661)  -1.5772
C (-0.418720, -1.956602, 3.246300)  -1.1496
H (1.632982, -3.636017, 4.045350)  0.0933
H (0.100280, -4.511852, 3.961950)  0.3896
H (0.866900, -4.226471, 5.520235)  0.3892
H (-2.101865, -1.809410, 5.197921)  0.3485
H (-1.997834, -3.493770, 4.797674)  0.6748
H (-2.355420, -2.691523, 7.287382)  0.3697
H (-1.421661, -4.121877, 6.954921)  0.3430
H (-0.498073, -2.192314, 8.570285)  0.5254
H (0.548642, -3.208088, 7.628099)  0.3375
H (2.402958, -1.683425, 7.536075)  0.4056
H (1.456646, -0.751153, 8.695588)  0.4243
H (2.135152, 0.043707, 7.279316)  0.3122
H (-0.769386, 0.204284, 8.019611)  0.4179
H (-1.515585, -0.184900, 6.475672)  0.3274
H (-0.115022, 0.887264, 6.537956)  0.3206
H (-1.021128, -2.691205, 2.712150)  0.5877
H (0.476336, -1.806440, 2.650311)  -0.6957
H (-0.981501, -1.020968, 3.257945)  0.2304
C (3.796162, -2.411561, 0.033099)  0.0986
O (3.425954, -1.985047, -1.146117)  -0.3847
H (3.669429, -1.678353, 0.862708)  -0.4679
H (3.266117, -3.296842, 0.444985)  0.2824
H (4.857428, -2.708968, 0.173219)  0.3390
Li (-0.918933, 2.688501, 2.477627)  0.9196
N (6.794144, 0.957846, -1.355669)  -0.2517
S (8.352501, 1.268562, -1.395638)  1.0373
O (9.198135, 0.262682, -0.840037)  -0.5874
O (8.726206, 2.629548, -1.190148)  -0.5944
F (8.576217, 1.080655, -2.958945)  -0.2685
S (6.192029, 0.994968, 0.085011)  1.0498
O (4.875459, 0.412843, 0.155364)  -0.3200
O (6.378585, 2.188263, 0.853289)  -0.6698
F (7.064434, -0.083390, 0.890204)  -0.3306
Cs (2.622316, -1.210792, 3.108526)  1.5063

Forces on atoms 1 to 6 (eV/Å):
C -0.911 0.113 0.181
C 1.759 0.755 -0.146
O -0.697 0.417 0.435
C 0.200 -0.621 -0.504
C 0.523 -1.966 1.553
O 0.610 0.069 -1.015